C86H194N8O15 | ωB97M-V with the def2-TZVPD basis set

Its HOMO energy is -8.276 eV. For the energy, the calculation gives -134951.436 eV. The largest force on an atom is 0.053 hartree/bohr. As for the relative energy (zero: lowest compared OMol25 entry of this formula, charge and spin): 0.0 kJ/mol. The value obtained for the frontier orbital gap is 8.62 eV.

Element x y z (Å)
1 C -11.61 -15.55 -12.93
2 C -11.29 -17.04 -12.91
3 C -12.61 -17.75 -12.80
4 C -12.54 -19.30 -12.88
5 C -11.93 -19.60 -14.18
6 C -10.63 -18.88 -14.46
7 N -10.72 -17.46 -14.17
8 O -9.50 -16.80 -14.33
9 C -9.49 -19.66 -13.77
10 C -10.40 -19.13 -15.96
11 C -10.36 -17.32 -11.72
12 H -10.84 -14.81 -13.03
13 H -12.13 -15.44 -11.96
14 H -12.38 -15.37 -13.66
15 H -13.02 -17.49 -11.85
16 H -13.34 -17.35 -13.55
17 H -13.51 -19.72 -12.85
18 H -11.91 -19.71 -12.09
19 H -12.56 -19.42 -15.02
20 H -11.71 -20.66 -14.31
21 H -8.57 -19.00 -13.81
22 H -9.73 -19.82 -12.74
23 H -9.44 -20.61 -14.27
24 H -10.52 -20.22 -15.99
25 H -11.20 -18.65 -16.53
26 H -9.35 -18.87 -16.17
27 H -9.37 -16.85 -11.94
28 H -10.22 -18.38 -11.48
29 H -10.81 -16.88 -10.83
30 H -9.69 -16.21 -15.06
31 C -12.45 -24.97 -23.49
32 C -12.88 -26.01 -22.43
33 C -14.37 -26.36 -22.62
34 C -14.71 -27.66 -21.88
35 C -13.84 -28.82 -22.27
36 C -12.34 -28.52 -22.00
37 N -12.07 -27.23 -22.64
38 O -10.67 -26.93 -22.61
39 C -12.07 -28.68 -20.49
40 C -11.49 -29.54 -22.79
41 C -12.68 -25.41 -21.01
42 H -11.41 -24.73 -23.50
43 H -13.04 -24.07 -23.29
44 H -12.60 -25.36 -24.52
45 H -14.98 -25.48 -22.30
46 H -14.52 -26.46 -23.68
47 H -15.79 -27.87 -22.00
48 H -14.57 -27.47 -20.84
49 H -13.98 -29.02 -23.32
50 H -14.13 -29.72 -21.72
51 H -12.93 -28.35 -19.93
52 H -12.09 -29.76 -20.30
53 H -11.10 -28.22 -20.16
54 H -11.88 -30.55 -22.67
55 H -11.51 -29.15 -23.84
56 H -10.42 -29.55 -22.47
57 H -11.69 -25.04 -20.75
58 H -13.18 -26.04 -20.30
59 H -13.33 -24.52 -21.03
60 H -10.52 -26.54 -21.74
61 C -9.58 -18.74 -19.50
62 C -8.06 -18.95 -19.67
63 C -7.49 -19.41 -18.30
64 C -6.04 -19.94 -18.45
65 C -6.01 -21.01 -19.47
66 C -6.61 -20.65 -20.87
67 N -7.90 -20.07 -20.57
68 O -8.61 -19.74 -21.75
69 C -5.67 -19.79 -21.65
70 C -6.93 -21.99 -21.57
71 C -7.53 -17.54 -20.14
72 H -10.06 -19.67 -19.23
73 H -10.02 -18.25 -20.35
74 H -9.76 -18.02 -18.66
75 H -7.54 -18.62 -17.59
76 H -8.17 -20.21 -17.96
77 H -5.65 -20.50 -17.60
78 H -5.39 -19.11 -18.76
79 H -6.63 -21.88 -19.16
80 H -5.04 -21.47 -19.67
81 H -5.95 -19.53 -22.63
82 H -5.42 -18.87 -21.13
83 H -4.76 -20.34 -21.83
84 H -7.63 -22.56 -21.04
85 H -7.31 -21.92 -22.58
86 H -5.96 -22.52 -21.69
87 H -7.81 -17.29 -21.16
88 H -6.46 -17.47 -20.09
89 H -8.02 -16.84 -19.47
90 H -8.06 -19.18 -22.28
91 C -18.12 -23.08 -19.03
92 C -17.03 -24.09 -18.79
93 C -15.72 -23.41 -18.45
94 C -14.62 -24.43 -17.97
95 C -15.17 -25.02 -16.71
96 C -16.51 -25.76 -16.95
97 N -17.41 -24.81 -17.59
98 O -18.65 -25.44 -17.79
99 C -16.25 -27.15 -17.64
100 C -17.07 -26.12 -15.52
101 C -16.84 -25.00 -20.08
102 H -18.99 -23.60 -19.42
103 H -17.74 -22.28 -19.70
104 H -18.38 -22.58 -18.13
105 H -15.37 -22.92 -19.34
106 H -15.97 -22.53 -17.80
107 H -13.68 -23.92 -17.81
108 H -14.42 -25.13 -18.79
109 H -15.38 -24.18 -16.02
110 H -14.48 -25.74 -16.21
111 H -17.13 -27.73 -17.90
112 H -15.61 -27.15 -18.55
113 H -15.68 -27.77 -16.98
114 H -17.29 -25.19 -14.97
115 H -18.06 -26.58 -15.56
116 H -16.38 -26.73 -14.93
117 H -16.44 -24.29 -20.82
118 H -17.79 -25.34 -20.47
119 H -16.14 -25.85 -19.93
120 H -18.50 -26.12 -18.46
121 C -8.54 -29.61 -15.05
122 C -9.61 -28.65 -14.55
123 C -8.97 -27.25 -14.44
124 C -10.01 -26.06 -14.32
125 C -11.01 -26.18 -15.51
126 C -11.64 -27.59 -15.60
127 N -10.60 -28.58 -15.62
128 O -11.25 -29.80 -15.64
129 C -12.74 -27.88 -14.57
130 C -12.29 -27.70 -17.03
131 C -10.25 -29.12 -13.25
132 H -8.14 -29.19 -16.00
133 H -8.94 -30.63 -15.22
134 H -7.69 -29.63 -14.30
135 H -8.32 -27.21 -13.57
136 H -8.42 -27.06 -15.39
137 H -9.45 -25.12 -14.23
138 H -10.58 -26.21 -13.40
139 H -10.50 -25.98 -16.48
140 H -11.82 -25.44 -15.46
141 H -12.82 -28.92 -14.45
142 H -12.49 -27.47 -13.59
143 H -13.73 -27.51 -14.90
144 H -13.01 -26.86 -17.15
145 H -11.56 -27.54 -17.82
146 H -12.80 -28.65 -17.16
147 H -9.51 -29.11 -12.43
148 H -10.58 -30.13 -13.27
149 H -11.07 -28.50 -12.98
150 H -11.08 -30.21 -16.50
151 C -13.60 -20.64 -23.74
152 C -14.85 -20.82 -22.85
153 C -14.58 -19.92 -21.64
154 C -15.76 -19.81 -20.70
155 C -16.87 -19.11 -21.51
156 C -17.23 -19.76 -22.87
157 N -15.96 -20.07 -23.57
158 O -16.23 -20.72 -24.82
159 C -18.12 -20.99 -22.59
160 C -18.01 -18.77 -23.74
161 C -15.06 -22.27 -22.47
162 H -12.70 -20.90 -23.18
163 H -13.41 -19.58 -24.01
164 H -13.60 -21.20 -24.66
165 H -13.67 -20.31 -21.17
166 H -14.30 -18.93 -21.98
167 H -15.58 -19.28 -19.73
168 H -16.14 -20.83 -20.46
169 H -16.62 -18.06 -21.68
170 H -17.78 -19.11 -20.92
171 H -18.08 -21.75 -23.39
172 H -17.97 -21.49 -21.64
173 H -19.15 -20.61 -22.69
174 H -18.77 -18.33 -23.10
175 H -17.32 -17.96 -24.06
176 H -18.43 -19.20 -24.68
177 H -15.92 -22.37 -21.82
178 H -14.16 -22.60 -21.93
179 H -15.25 -22.82 -23.41
180 H -15.93 -20.14 -25.55
181 C -4.73 -23.42 -11.53
182 C -6.26 -23.57 -11.13
183 C -6.39 -24.32 -9.85
184 C -5.85 -23.52 -8.62
185 C -6.64 -22.18 -8.55
186 C -6.67 -21.34 -9.84
187 N -6.94 -22.28 -11.03
188 O -6.76 -21.68 -12.33
189 C -7.86 -20.33 -9.80
190 C -5.40 -20.50 -9.99
191 C -7.00 -24.41 -12.21
192 H -4.31 -24.43 -11.79
193 H -4.06 -22.91 -10.83
194 H -4.65 -22.82 -12.48
195 H -7.44 -24.58 -9.66
196 H -5.83 -25.24 -9.93
197 H -4.80 -23.35 -8.83
198 H -5.98 -24.15 -7.73
199 H -6.13 -21.48 -7.88
200 H -7.64 -22.31 -8.17
201 H -8.03 -19.82 -10.73
202 H -8.81 -20.82 -9.64
203 H -7.76 -19.66 -8.96
204 H -5.39 -20.09 -10.98
205 H -5.37 -19.65 -9.23
206 H -4.50 -21.14 -9.90
207 H -6.43 -25.38 -12.36
208 H -6.98 -23.93 -13.20
209 H -8.00 -24.63 -11.91
210 H -7.57 -21.25 -12.69
211 C -16.46 -17.32 -15.71
212 C -16.47 -17.67 -17.23
213 C -16.99 -16.53 -18.12
214 C -15.98 -15.44 -18.44
215 C -14.74 -16.10 -19.05
216 C -14.13 -17.16 -18.16
217 N -15.22 -18.11 -17.86
218 O -14.69 -19.09 -17.01
219 C -13.03 -17.90 -18.92
220 C -13.52 -16.50 -16.91
221 C -17.43 -18.86 -17.40
222 H -15.89 -18.13 -15.20
223 H -17.51 -17.34 -15.45
224 H -16.02 -16.35 -15.52
225 H -17.29 -17.00 -19.08
226 H -17.96 -16.11 -17.66
227 H -15.66 -14.79 -17.59
228 H -16.46 -14.76 -19.13
229 H -13.99 -15.35 -19.32
230 H -15.01 -16.54 -20.01
231 H -12.64 -18.84 -18.49
232 H -13.40 -18.04 -19.93
233 H -12.19 -17.25 -19.05
234 H -14.18 -15.92 -16.28
235 H -13.11 -17.27 -16.28
236 H -12.64 -15.93 -17.19
237 H -17.19 -19.77 -16.85
238 H -17.59 -19.13 -18.43
239 H -18.46 -18.59 -17.11
240 H -14.81 -19.96 -17.38
241 C -6.37 -22.98 -15.83
242 C -7.44 -23.93 -16.42
243 O -8.73 -23.26 -16.65
244 H -6.03 -22.34 -16.65
245 H -5.51 -23.52 -15.43
246 H -6.79 -22.34 -15.08
247 H -7.71 -24.71 -15.70
248 H -7.06 -24.38 -17.36
249 H -8.86 -22.84 -17.56
250 C -10.63 -22.69 -12.05
251 C -12.07 -22.75 -12.46
252 O -12.27 -23.81 -13.47
253 H -9.93 -22.54 -12.89
254 H -10.34 -23.59 -11.54
255 H -10.55 -21.77 -11.38
256 H -12.46 -21.82 -12.92
257 H -12.73 -23.08 -11.67
258 H -11.81 -23.52 -14.28
259 C -14.08 -26.02 -10.01
260 C -13.60 -26.50 -11.34
261 O -12.16 -26.13 -11.33
262 H -14.09 -24.94 -9.85
263 H -13.35 -26.32 -9.27
264 H -15.07 -26.41 -9.84
265 H -14.09 -26.14 -12.25
266 H -13.60 -27.60 -11.48
267 H -11.95 -25.56 -12.10
268 C -15.82 -22.23 -14.16
269 C -15.95 -23.35 -13.16
270 O -17.22 -23.49 -12.59
271 H -16.12 -21.32 -13.62
272 H -16.34 -22.46 -15.10
273 H -14.77 -22.18 -14.33
274 H -15.28 -23.07 -12.32
275 H -15.54 -24.31 -13.55
276 H -17.75 -24.06 -13.17
277 C -8.77 -27.55 -18.61
278 C -9.40 -26.25 -19.17
279 O -8.86 -26.04 -20.46
280 H -8.97 -28.38 -19.29
281 H -9.13 -27.80 -17.61
282 H -7.70 -27.36 -18.56
283 H -9.15 -25.39 -18.56
284 H -10.51 -26.35 -19.24
285 H -8.47 -26.83 -20.78
286 C -11.13 -21.97 -20.90
287 C -10.15 -22.83 -20.18
288 O -9.28 -22.14 -19.33
289 H -11.85 -22.53 -21.47
290 H -10.49 -21.31 -21.50
291 H -11.63 -21.36 -20.16
292 H -9.61 -23.53 -20.84
293 H -10.67 -23.54 -19.53
294 H -8.89 -21.39 -19.83
295 C -12.74 -21.77 -16.81
296 C -11.39 -22.32 -16.95
297 O -10.87 -22.52 -15.59
298 H -13.13 -21.57 -17.83
299 H -12.66 -20.82 -16.29
300 H -13.49 -22.45 -16.33
301 H -10.69 -21.73 -17.49
302 H -11.35 -23.29 -17.44
303 H -10.00 -22.95 -15.70

Atomic partial charges in e from the Mulliken method, atoms 1 to 2:
1 C -1.942
2 C 1.542